Record 1
ORCA calculation (the ωB97M-V functional and the def2-TZVPD basis) on a molecular structure, C39H42ClN4O6S2Sc.

The geometry in ORCA input format:
```
! wB97M-V def2-TZVPD RIJCOSX def2/J DEFGRID3
* xyz -2 1
Sc -0.09 0.63 -0.16
S -0.98 -0.50 2.04
C -1.10 0.72 3.28
C -1.49 0.36 4.58
C -1.61 1.30 5.60
C -1.34 2.64 5.33
C -0.95 3.01 4.05
C -0.82 2.07 3.01
S -0.33 2.63 1.42
H -1.70 -0.68 4.78
H -1.91 0.98 6.59
H -1.42 3.39 6.11
H -0.73 4.04 3.83
O -2.20 -5.05 -1.90
C -3.33 -4.37 -1.81
O -4.40 -4.85 -2.15
C -3.22 -2.94 -1.40
C -4.26 -2.05 -1.28
Cl -5.94 -2.24 -1.49
N -3.75 -0.85 -0.88
N -2.43 -0.94 -0.73
C -2.08 -2.16 -1.05
C -0.60 -2.43 -1.02
O -0.21 -3.59 -1.30
O 0.13 -1.45 -0.75
C -4.34 0.45 -0.74
C -3.97 1.20 0.37
C -4.37 2.52 0.44
C -5.14 3.07 -0.58
C -5.51 2.30 -1.67
C -5.11 0.98 -1.76
H -1.39 -4.49 -1.63
H -3.31 0.76 1.11
H -4.04 3.12 1.27
H -5.43 4.11 -0.53
H -6.09 2.74 -2.48
H -5.34 0.38 -2.64
C 3.69 -0.52 0.91
C 4.88 -0.82 1.85
N 4.46 -0.78 3.25
C 3.85 0.53 3.51
C 2.61 0.75 2.61
N 2.46 -0.37 1.68
C 2.25 -1.60 2.46
C 3.43 -1.81 3.44
H 3.53 -1.31 0.17
H 3.84 0.40 0.35
H 5.69 -0.10 1.72
H 5.31 -1.82 1.66
H 4.61 1.29 3.34
H 3.58 0.58 4.57
H 2.69 1.67 2.02
H 1.69 0.83 3.18
H 2.15 -2.42 1.75
H 1.29 -1.51 2.97
H 3.89 -2.79 3.30
H 3.09 -1.76 4.48
C -5.22 4.94 -5.36
C -4.15 4.32 -4.50
C -3.65 3.05 -4.78
C -2.69 2.44 -3.98
C -2.22 1.05 -4.32
C -2.19 3.15 -2.88
C -2.66 4.43 -2.58
C -2.17 5.19 -1.38
C -3.64 4.99 -3.40
C -1.19 2.50 -1.95
O -0.17 3.08 -1.58
O -1.53 1.33 -1.55
H -5.38 4.36 -6.27
H -4.96 5.96 -5.65
H -6.17 4.98 -4.82
H -4.03 2.51 -5.65
H -2.55 0.79 -5.33
H -2.61 0.32 -3.62
H -1.14 0.97 -4.27
H -1.13 5.51 -1.52
H -2.17 4.58 -0.48
H -2.80 6.07 -1.21
H -4.03 5.98 -3.15
C 4.05 2.86 -3.18
C 3.72 1.36 -3.11
C 3.18 0.90 -4.47
C 4.99 0.58 -2.77
C 2.70 1.13 -2.08
C 1.85 0.93 -1.23
H 4.80 3.06 -3.95
H 4.43 3.21 -2.22
H 3.15 3.43 -3.40
H 3.93 1.06 -5.25
H 2.28 1.45 -4.72
H 2.94 -0.16 -4.44
H 5.76 0.74 -3.53
H 4.77 -0.49 -2.71
H 5.39 0.90 -1.80
*
```

* E_HOMO: -1.829 eV
* DFT total energy: -114271.0129 eV
* orbital gap: 5.8 eV
* LUMO level: 3.9694 eV
* strongest force on any atom: 0.86 eV Å⁻¹

***

Record 2
ORCA calculation (the ωB97M-V functional and the def2-TZVPD basis) on a single C4H9NO molecule in a non-equilibrium geometry.

The geometry in ORCA input format:
```
! wB97M-V def2-TZVPD RIJCOSX def2/J DEFGRID3
* xyz 0 1
C -0.52 0.63 -1.16
C 0.53 0.51 -0.08
C 1.88 0.42 -0.41
C 0.20 0.27 1.29
H -2.31 -0.18 -1.29
H -1.14 -1.31 -1.42
H -1.03 1.59 -1.14
H 0.04 0.56 -2.25
H 2.69 0.57 0.39
H 2.13 0.48 -1.38
H -0.74 0.97 1.60
H 1.22 0.28 1.82
H -0.93 -1.06 0.62
N -1.52 -0.54 -0.85
O -0.22 -1.14 1.40
*
```

* relative energy (zero: lowest compared OMol25 entry of this formula, charge and spin): 78.4 kcal/mol
* E_HOMO: -9.280 eV
* SMILES: C=C(CN)CO
* DFT total energy: -7828.9185 eV
* orbital gap: 10.0 eV
* LUMO level: 0.7120 eV
* strongest force on any atom: 4.96 eV Å⁻¹

***

Record 3
ORCA calculation (the ωB97M-V functional and the def2-TZVPD basis) on a single C4H7ClIN molecule in a non-equilibrium geometry.

The geometry in ORCA input format:
```
! wB97M-V def2-TZVPD RIJCOSX def2/J DEFGRID3
* xyz 0 1
C 2.36 0.79 -0.15
C -1.83 0.53 0.40
C -1.03 -0.72 0.25
C 0.30 -0.55 -0.52
N 0.94 0.69 -0.24
Cl 3.09 2.29 0.07
I 3.56 -0.93 0.11
H -2.87 0.31 0.58
H -1.57 1.11 1.17
H -1.71 1.18 -0.59
H -1.55 -1.46 -0.20
H -0.72 -1.09 1.32
H 1.08 -1.48 -0.53
H -0.05 -0.66 -1.66
*
```

* relative energy (zero: lowest compared OMol25 entry of this formula, charge and spin): 18.1 kcal/mol
* E_HOMO: -9.283 eV
* SMILES: CCC/N=C(/Cl)I
* DFT total energy: -26372.2334 eV
* orbital gap: 9.1 eV
* LUMO level: -0.1831 eV
* strongest force on any atom: 7.84 eV Å⁻¹

***

Record 4
ORCA calculation (the ωB97M-V functional and the def2-TZVPD basis) on 2 unconnected molecules or ions with the total composition C12H28BFN2O3S.

The geometry in ORCA input format:
```
! wB97M-V def2-TZVPD RIJCOSX def2/J DEFGRID3
* xyz 0 1
C 5.25 1.46 -0.58
C 5.04 2.95 -0.81
C 4.78 3.75 0.45
F 4.93 5.09 0.17
S 3.14 3.46 1.32
O 2.46 5.03 0.96
B 2.14 2.27 0.34
N 1.86 2.51 -1.07
O 1.61 1.19 1.01
H 4.32 0.94 -0.32
H 5.64 0.99 -1.49
H 5.96 1.27 0.22
H 5.94 3.40 -1.23
H 4.22 3.12 -1.51
H 5.49 3.50 1.24
H 2.46 5.16 0.00
H 1.02 3.03 -1.26
H 1.81 1.65 -1.62
H 1.96 1.05 1.90
C -1.42 0.00 1.22
C -1.40 -0.95 0.02
C -0.85 -2.33 0.41
C -1.75 -3.12 1.37
C -3.24 -2.78 1.20
C -3.62 -2.26 -0.18
N -2.78 -1.09 -0.49
O -3.13 -0.37 -1.49
C -5.08 -1.78 -0.15
C -3.46 -3.32 -1.28
C -0.53 -0.36 -1.08
H -1.85 0.96 0.91
H -0.40 0.18 1.56
H -2.02 -0.38 2.05
H -0.67 -2.89 -0.50
H 0.13 -2.16 0.87
H -1.58 -4.18 1.20
H -1.46 -2.92 2.40
H -3.85 -3.66 1.41
H -3.53 -2.03 1.93
H -5.19 -0.96 0.55
H -5.72 -2.61 0.16
H -5.38 -1.44 -1.14
H -4.14 -4.15 -1.08
H -2.44 -3.71 -1.33
H -3.72 -2.87 -2.24
H 0.49 -0.27 -0.70
H -0.88 0.63 -1.37
H -0.54 -0.99 -1.97
*
```

* E_HOMO: -4.216 eV
* DFT total energy: -36245.8625 eV
* orbital gap: 2.0 eV
* LUMO level: -2.1746 eV
* strongest force on any atom: 0.38 eV Å⁻¹

***

Record 5
ORCA calculation (the ωB97M-V functional and the def2-TZVPD basis) on a single C5H9NO molecule in a non-equilibrium geometry.

The geometry in ORCA input format:
```
! wB97M-V def2-TZVPD RIJCOSX def2/J DEFGRID3
* xyz 0 1
C -1.68 -0.79 1.14
C -1.06 0.02 -0.79
C 0.14 0.53 0.07
C 0.57 1.96 0.21
C 1.23 -1.50 -0.12
N -2.05 -0.59 -0.04
O 1.33 -0.13 -0.08
H -2.21 -1.25 2.01
H -1.44 0.90 -1.24
H -0.67 -0.68 -1.48
H -0.26 2.64 -0.12
H 1.38 2.09 -0.48
H 1.01 2.20 1.18
H 0.71 -1.89 -0.97
H 0.70 -1.63 0.86
H 2.30 -1.88 -0.14
*
```

* relative energy (zero: lowest compared OMol25 entry of this formula, charge and spin): 137.3 kcal/mol
* E_HOMO (alpha / beta): -7.843 / -7.272 eV
* DFT total energy: -8863.2570 eV
* orbital gap (alpha / beta): 8.6 / 7.6 eV
* LUMO level (alpha / beta): 0.7452 / 0.3288 eV
* strongest force on any atom: 2.73 eV Å⁻¹

***

Record 6
ORCA calculation (the ωB97M-V functional and the def2-TZVPD basis) on 2 unconnected molecules or ions with the total composition C20H31BN in a non-equilibrium geometry.

The geometry in ORCA input format:
```
! wB97M-V def2-TZVPD RIJCOSX def2/J DEFGRID3
* xyz 1 1
C -0.70 -0.10 3.38
C -1.45 0.21 2.05
C -2.71 -0.72 1.93
C -1.80 1.69 2.04
C -2.87 2.12 1.23
C -3.22 3.50 1.17
C -2.56 4.41 1.97
C -1.54 4.01 2.83
C -1.19 2.62 2.89
H 0.32 0.32 3.45
H -1.32 0.33 4.18
H -0.62 -1.18 3.54
H -3.05 -0.91 0.87
H -2.42 -1.73 2.31
H -3.54 -0.31 2.55
H -3.46 1.39 0.69
H -4.05 3.81 0.52
H -2.80 5.49 1.90
H -1.03 4.71 3.50
H -0.49 2.31 3.67
C 0.89 1.60 -2.09
C 1.40 0.80 -0.90
N 0.92 -0.66 -0.95
C 1.28 -1.18 -2.26
C 2.61 -1.10 -2.64
C 3.06 -1.67 -3.86
C 2.12 -2.28 -4.70
C 0.81 -2.32 -4.34
C 0.34 -1.79 -3.10
C 1.78 -1.42 0.08
C 1.52 -2.90 -0.08
C 1.44 -0.98 1.47
B -0.54 -0.65 -0.47
H -0.92 0.02 1.05
H 1.15 2.66 -1.91
H 1.36 1.33 -3.06
H -0.20 1.51 -2.18
H 2.50 0.76 -0.86
H 1.01 1.26 0.04
H 3.38 -0.60 -2.06
H 4.09 -1.63 -4.17
H 2.44 -2.73 -5.66
H 0.02 -2.77 -5.00
H -0.69 -1.81 -2.76
H 2.81 -1.18 -0.18
H 2.06 -3.42 0.72
H 0.46 -3.14 0.03
H 1.88 -3.32 -1.03
H 2.12 -1.47 2.17
H 1.49 0.10 1.60
H 0.44 -1.31 1.71
H -1.46 0.05 -1.03
H -1.11 -1.74 -0.27
*
```

* E_HOMO: -11.794 eV
* DFT total energy: -23401.5458 eV
* orbital gap: 7.9 eV
* LUMO level: -3.8913 eV
* strongest force on any atom: 4.25 eV Å⁻¹

***

Record 7
ORCA calculation (the ωB97M-V functional and the def2-TZVPD basis) on 2 unconnected molecules or ions with the total composition C5H6BrCl in a non-equilibrium geometry.

The geometry in ORCA input format:
```
! wB97M-V def2-TZVPD RIJCOSX def2/J DEFGRID3
* xyz 0 1
C 0.75 -1.08 -1.28
C 1.14 0.29 -1.87
C -0.95 0.09 2.80
C -0.73 0.68 1.64
C -0.14 0.15 -1.22
Cl -1.51 1.01 4.29
Br -1.83 0.17 -2.12
H 0.32 -1.86 -1.86
H 1.42 -1.50 -0.44
H 1.75 0.94 -1.40
H 1.16 0.30 -2.97
H -0.67 -0.99 2.91
H -0.70 1.80 1.51
*
```

* relative energy (zero: lowest compared OMol25 entry of this formula, charge and spin): 118.7 kcal/mol
* E_HOMO (alpha / beta): -8.855 / -9.851 eV
* DFT total energy: -87840.3399 eV
* orbital gap (alpha / beta): 7.6 / 9.1 eV
* LUMO level (alpha / beta): -1.2137 / -0.7732 eV
* strongest force on any atom: 4.23 eV Å⁻¹

***

Record 8
ORCA calculation (the ωB97M-V functional and the def2-TZVPD basis) on 10 unconnected molecules or ions with the total composition C10H40N20O10 in a non-equilibrium geometry.

The geometry in ORCA input format:
```
! wB97M-V def2-TZVPD RIJCOSX def2/J DEFGRID3
* xyz 0 1
C -3.96 1.88 3.12
O -4.39 2.75 2.36
N -3.19 2.13 4.15
N -4.16 0.60 2.98
H -3.22 3.13 4.29
H -2.75 1.36 4.64
H -4.63 0.29 2.14
H -4.00 -0.10 3.69
C -0.55 -2.80 -3.03
O -1.21 -2.38 -2.05
N -0.85 -3.81 -3.81
N 0.53 -2.21 -3.38
H -1.45 -4.49 -3.37
H -0.10 -4.09 -4.43
H 0.96 -2.59 -4.21
H 0.92 -1.63 -2.66
C 3.92 0.66 1.35
O 3.59 0.50 2.52
N 3.04 0.59 0.37
N 5.09 0.95 1.02
H 2.04 0.55 0.55
H 3.43 0.83 -0.53
H 5.54 1.76 1.42
H 5.39 0.50 0.17
C 0.66 4.66 3.01
O -0.52 4.80 3.18
N 1.23 3.65 2.64
N 1.49 5.65 3.12
H 0.65 2.88 2.35
H 2.14 3.84 2.25
H 2.48 5.50 3.29
H 1.04 6.55 3.20
C -0.16 0.29 0.67
O 0.27 1.37 1.06
N -1.08 -0.40 1.30
N 0.09 -0.32 -0.47
H -1.40 -1.25 0.86
H -1.55 0.11 2.03
H -0.69 -0.88 -0.76
H 0.60 0.28 -1.10
C 1.56 -4.08 0.45
O 1.76 -5.11 -0.14
N 2.12 -3.77 1.59
N 0.91 -3.07 -0.04
H 2.06 -2.84 1.98
H 2.74 -4.43 2.05
H 0.79 -2.19 0.43
H 0.42 -3.47 -0.83
C -4.70 -2.82 -2.32
O -4.50 -3.20 -3.45
N -5.94 -2.72 -1.83
N -3.84 -2.55 -1.44
H -6.18 -2.25 -0.97
H -6.66 -3.05 -2.47
H -2.85 -2.53 -1.64
H -4.20 -2.13 -0.60
C 2.75 0.76 -2.91
O 1.66 0.48 -2.50
N 3.47 1.78 -2.53
N 3.31 0.21 -3.90
H 4.14 2.07 -3.23
H 2.97 2.48 -1.99
H 2.96 -0.60 -4.39
H 4.03 0.79 -4.31
C -1.71 1.06 -4.93
O -1.87 2.19 -5.08
N -0.93 0.46 -4.04
N -2.10 0.08 -5.67
H -0.51 -0.44 -4.21
H -0.46 0.95 -3.28
H -1.99 -0.88 -5.39
H -2.66 0.35 -6.47
C 0.93 0.80 5.52
O 0.60 0.50 6.66
N 1.40 1.96 5.21
N 0.69 0.08 4.40
H 1.34 2.21 4.24
H 1.71 2.49 6.01
H 1.14 0.19 3.50
H 0.41 -0.87 4.60
*
```

* relative energy (zero: lowest compared OMol25 entry of this formula, charge and spin): 184.0 kcal/mol
* E_HOMO: -9.184 eV
* SMILES: NC(N)=O.NC(N)=O.NC(N)=O.NC(N)=O.NC(N)=O.NC(N)=O.NC(N)=O.NC(N)=O.NC(N)=O.NC(N)=O
* DFT total energy: -61299.7889 eV
* orbital gap: 8.6 eV
* LUMO level: -0.5843 eV
* strongest force on any atom: 10.18 eV Å⁻¹

***

Record 9
ORCA calculation (the ωB97M-V functional and the def2-TZVPD basis) on a molecular structure, C16H44AgFeN6O10 in a non-equilibrium geometry.

The geometry in ORCA input format:
```
! wB97M-V def2-TZVPD RIJCOSX def2/J DEFGRID3
* xyz 2 6
Ag 0.74 -2.92 2.92
Fe -1.94 1.69 2.22
N -0.96 -0.91 0.47
O -1.60 0.03 1.06
O -0.90 -0.90 -0.76
O -0.35 -1.74 1.15
N 0.55 0.34 4.02
O 1.04 0.93 4.96
O 1.07 -0.64 3.47
O -0.59 0.77 3.54
C 2.29 -0.58 -2.21
C 1.36 -0.72 -3.42
C 0.82 -2.15 -3.53
O 1.95 -3.02 -3.66
C 1.59 -4.27 -4.18
N 0.26 0.24 -3.29
H 1.65 -0.62 -1.32
H 2.75 0.41 -2.20
H 3.09 -1.32 -2.18
H 1.96 -0.55 -4.32
H 0.28 -2.19 -4.48
H 0.25 -2.43 -2.64
H 2.31 -5.07 -4.04
H 1.44 -4.17 -5.27
H 0.63 -4.64 -3.80
H -0.11 0.03 -2.37
H -0.50 -0.01 -3.92
C -0.60 5.48 3.70
C -0.91 4.33 2.74
C 0.34 3.63 2.24
O -0.21 2.64 1.33
C 0.87 1.88 0.77
N -1.80 3.37 3.49
H -0.16 6.29 3.11
H 0.16 5.32 4.47
H -1.46 5.95 4.19
H -1.47 4.74 1.91
H 0.87 3.14 3.06
H 1.00 4.37 1.78
H 1.36 1.19 1.47
H 1.67 2.47 0.32
H 0.49 1.23 -0.02
H -1.25 3.13 4.33
H -2.47 3.97 3.98
C -4.53 0.87 -0.11
C -3.40 1.73 -0.60
C -3.82 2.69 -1.73
O -2.78 3.64 -1.93
C -1.84 3.21 -2.91
N -2.83 2.58 0.50
H -5.42 1.39 0.24
H -4.13 0.27 0.72
H -4.84 0.17 -0.89
H -2.62 1.06 -0.98
H -4.63 3.31 -1.33
H -4.11 2.18 -2.64
H -1.22 4.05 -3.21
H -2.28 2.87 -3.85
H -1.15 2.41 -2.63
H -3.58 3.21 0.79
H -2.27 3.22 -0.09
C 4.34 -3.26 0.42
C 2.88 -3.07 0.90
C 2.02 -4.14 0.23
O 0.80 -4.34 0.92
C -0.10 -5.23 0.28
N 2.91 -3.31 2.38
H 4.39 -3.21 -0.67
H 4.68 -4.27 0.67
H 5.09 -2.61 0.86
H 2.53 -2.07 0.67
H 2.51 -5.12 0.18
H 1.83 -3.77 -0.79
H 0.33 -6.23 0.23
H -0.27 -4.98 -0.77
H -1.03 -5.18 0.83
H 3.42 -4.16 2.59
H 3.64 -2.64 2.65
*
```

* relative energy (zero: lowest compared OMol25 entry of this formula, charge and spin): 0.0 kcal/mol
* E_HOMO (alpha / beta): -13.553 / -13.553 eV
* DFT total energy: -85083.2675 eV
* orbital gap (alpha / beta): 7.3 / 3.9 eV
* LUMO level (alpha / beta): -6.2687 / -9.6142 eV
* strongest force on any atom: 3.66 eV Å⁻¹

***

Record 10
ORCA calculation (the ωB97M-V functional and the def2-TZVPD basis) on 2 unconnected molecules or ions with the total composition C2H5ClN2OS in a non-equilibrium geometry.

The geometry in ORCA input format:
```
! wB97M-V def2-TZVPD RIJCOSX def2/J DEFGRID3
* xyz 0 1
C 0.55 1.06 -0.83
C -0.97 0.45 0.93
N 1.57 -1.75 0.20
N 0.26 0.75 0.39
O -0.24 1.03 -1.88
S 1.70 -3.24 0.53
Cl -2.05 -0.38 -0.35
H 1.59 1.44 -1.12
H -1.55 1.33 1.04
H -1.03 -0.17 1.76
H 1.28 -1.28 1.04
H -1.10 0.77 -1.71
*
```

* relative energy (zero: lowest compared OMol25 entry of this formula, charge and spin): 57.1 kcal/mol
* E_HOMO (alpha / beta): -8.541 / -8.541 eV
* SMILES: O/C=N\CCl.N=S
* DFT total energy: -30537.5527 eV
* orbital gap (alpha / beta): 7.4 / 7.4 eV
* LUMO level (alpha / beta): -1.1263 / -1.1248 eV
* strongest force on any atom: 3.98 eV Å⁻¹

***

Record 11
ORCA calculation (the ωB97M-V functional and the def2-TZVPD basis) on 2 unconnected molecules or ions with the total composition C11H22BFOPSSi in a non-equilibrium geometry.

The geometry in ORCA input format:
```
! wB97M-V def2-TZVPD RIJCOSX def2/J DEFGRID3
* xyz -1 1
C 0.12 -0.64 -0.84
Si 0.23 0.08 0.94
C -0.95 -0.99 2.00
C -0.49 1.84 0.90
O 1.87 0.02 1.42
C 2.16 -1.31 1.94
C 3.66 -1.73 1.77
B 3.74 -3.33 2.25
P 3.03 -4.55 0.92
S 2.95 -6.43 1.55
H 0.56 0.04 -1.60
H 0.64 -1.62 -0.81
H -0.96 -0.75 -1.06
H -2.01 -0.94 1.69
H -0.63 -2.05 1.85
H -0.80 -0.78 3.08
H 0.04 2.49 0.17
H -0.47 2.31 1.91
H -1.56 1.78 0.62
H 1.58 -2.05 1.33
H 1.84 -1.35 3.01
H 4.33 -1.17 2.44
H 3.88 -1.61 0.69
H 4.84 -3.66 2.58
H 2.98 -3.41 3.19
H 3.80 -4.47 -0.30
H 1.70 -4.18 0.56
F -2.81 3.62 -0.03
C -2.91 3.41 -1.35
C -2.33 4.32 -2.23
C -2.43 4.10 -3.59
C -3.11 2.99 -4.07
C -3.70 2.09 -3.18
C -3.59 2.30 -1.81
H -1.81 5.18 -1.83
H -1.97 4.79 -4.29
H -3.20 2.82 -5.14
H -4.23 1.23 -3.56
H -4.03 1.61 -1.11
*
```

* relative energy (zero: lowest compared OMol25 entry of this formula, charge and spin): 0.0 kcal/mol
* E_HOMO: -3.905 eV
* DFT total energy: -45210.0377 eV
* orbital gap: 6.2 eV
* LUMO level: 2.3251 eV
* strongest force on any atom: 1.88 eV Å⁻¹

***

Record 12
ORCA calculation (the ωB97M-V functional and the def2-TZVPD basis) on a single C4H6N2 molecule in a non-equilibrium geometry.

The geometry in ORCA input format:
```
! wB97M-V def2-TZVPD RIJCOSX def2/J DEFGRID3
* xyz 0 1
C -1.64 -0.23 -0.23
N -0.26 0.07 0.10
C 0.73 -0.89 0.09
C 1.92 -0.21 0.02
N 1.68 1.14 0.05
C 0.37 1.26 0.11
H -1.84 0.00 -1.28
H -1.80 -1.31 -0.11
H -2.32 0.32 0.41
H 0.40 -1.76 0.62
H 2.92 -0.59 -0.07
H -0.17 2.18 0.29
*
```

* relative energy (zero: lowest compared OMol25 entry of this formula, charge and spin): 19.8 kcal/mol
* E_HOMO: -8.759 eV
* SMILES: Cn1ccnc1
* DFT total energy: -7224.7307 eV
* orbital gap: 9.6 eV
* LUMO level: 0.8758 eV
* strongest force on any atom: 1.48 eV Å⁻¹

***

Q: Which value of DFT total energy does entry 7 give?
A: -87840.3399 eV